C25H12F4GaN6O2 | ωB97M-V with the def2-TZVPD basis set

ORCA input file:
```
! RIJCOSX wB97M-V def2-TZVPD def2/J DEFGRID3
* xyz 1 1
Ga -0.67750 0.75251 -0.34059
N -2.69110 0.46007 0.48835
C -3.18467 -0.83952 -0.01352
C -1.98157 -1.72774 -0.31184
O -2.00717 -2.93031 -0.17432
O -0.93349 -1.07403 -0.73478
H -2.50709 0.38963 1.48904
H -3.39115 1.18693 0.37677
H -3.70540 -0.67023 -0.95817
H -3.86335 -1.33916 0.67630
C -2.09213 4.59924 -1.76516
C -1.63165 5.41024 -0.73350
C -0.92741 4.85171 0.31534
C -0.68557 3.48035 0.33443
N -1.15544 2.71215 -0.66886
C -1.83086 3.25072 -1.69050
C 0.10001 2.77063 1.38296
C 0.69449 3.45226 2.43954
C 1.48636 2.76256 3.34581
C 1.69219 1.39568 3.19718
C 1.08597 0.71422 2.14884
C 0.27605 1.38642 1.22890
H -2.63234 5.00121 -2.60886
H -1.81811 6.47509 -0.75303
H -0.56174 5.47523 1.11526
H -2.15431 2.57184 -2.47057
H 0.55843 4.51613 2.57440
H 1.94442 3.29651 4.16735
H 2.31855 0.86768 3.90814
H 1.21353 -0.33351 2.05676
F 1.04268 -4.59901 -2.72852
C 1.86685 -3.77672 -2.14040
C 2.51862 -4.05639 -0.82636
F 3.51724 -4.90233 -0.60994
C 1.65602 -3.73357 0.35769
C 2.51884 -2.55110 0.33539
C 2.94032 -2.40582 -1.02166
F 4.18692 -1.99773 -1.16072
C 2.00157 -2.42526 -2.18099
C 1.38870 -1.38779 -2.92006
C 1.09834 -0.16652 -2.35554
N 0.78439 0.84156 -1.85194
C 0.66370 -1.73749 -4.09676
N 0.07914 -2.02050 -5.04554
F 3.33136 -2.30979 1.29400
C 0.55536 -4.11757 0.99314
C -0.05526 -3.21772 1.93082
N -0.53443 -2.44667 2.63211
C -0.01917 -5.40971 0.77537
N -0.47914 -6.44437 0.59823
*
```

Computed properties:
Total energy   -3762.75107 Ha
HOMO level   -11.26 eV
Relative energy (zero: lowest compared OMol25 entry of this formula, charge and spin)   0.000 eV
Strongest force on any atom   0.028 hartree/bohr

Partial charges, Mulliken, in e:
1. Ga 0.27
2. N -0.39
3. C -0.62
4. C 0.40
5. O -0.61
6. O -0.29
7. H 0.34
8. H 0.28
9. H 0.31
10. H 0.37
11. C -0.92
12. C -0.41
13. C -1.05
14. C 1.08
15. N -0.10
16. C 0.11
17. C 0.83
18. C -1.02
19. C -0.80
20. C -0.97
21. C 0.43
22. C -0.08
23. H 0.43
24. H 0.45
25. H 0.42
26. H 0.53
27. H 0.37
28. H 0.40
29. H 0.45
30. H 0.49
31. F -0.28
32. C -0.15
33. C 1.00
34. F -0.30
35. C -0.04
36. C 0.60
37. C 0.54
38. F -0.36
39. C 0.05
40. C 0.23
41. C 0.40
42. N -0.48
43. C -0.10
44. N -0.52
45. F -0.28
46. C 1.13
47. C -0.01
48. N -0.48
49. C -0.27
50. N -0.38